Below is a molecular structure, C10H27I2OP2SiSn in a non-equilibrium geometry, with properties calculated with ωB97M-V/def2-TZVPD.

frontier orbital gap (alpha / beta): 3.7 / 4.7 eV
E_LUMO (alpha / beta): -0.5231 / -0.4899 Ha
electronic energy: -61314.2576 eV
HOMO (alpha / beta): -0.65853 / -0.66199 hartree

```
! wB97M-V def2-TZVPD RIJCOSX def2/J DEFGRID3
* xyz 3 1
I 0.060 -1.640 -3.940
I -0.215 1.987 -2.918
Sn 0.006 0.114 -0.783
P -2.605 -0.277 -0.954
C -3.501 1.242 -0.568
C -3.182 -0.736 -2.616
H -4.264 -0.908 -2.536
H -4.442 -1.532 -0.111
H -2.651 -1.638 -2.935
H -2.940 -2.519 -0.054
H -3.224 2.017 -1.283
H -2.922 0.061 -3.307
C -3.374 -1.527 0.147
H -4.568 1.016 -0.660
H -3.238 -1.279 1.210
H -3.289 1.595 0.442
P 2.628 -0.161 -0.957
C 3.453 1.383 -0.537
C 3.408 -1.403 0.162
H 2.812 -1.554 -2.903
H 4.348 -0.663 -2.491
H 2.925 0.160 -3.293
C 3.257 -0.605 -2.597
H 2.998 -2.405 -0.055
H 4.477 -1.371 -0.105
H 4.523 1.186 -0.641
H 3.236 1.723 0.476
H 3.265 -1.165 1.231
H 3.148 2.152 -1.246
C 0.019 2.717 -0.005
O -0.073 3.858 -0.235
C 0.026 -1.742 2.445
Si -0.008 0.066 1.941
C -1.549 0.859 2.587
C 1.505 0.910 2.590
H -0.851 -2.314 2.134
H 0.027 -1.758 3.538
H 0.924 -2.280 2.133
H -1.432 0.866 3.680
H -1.649 1.910 2.310
H -2.489 0.349 2.351
H 1.385 0.914 3.682
H 2.461 0.431 2.357
H 1.573 1.964 2.313
*
```

***

Below is a molecular structure, C25H37Al2BrF4N4O7 in a non-equilibrium geometry, with properties calculated with ωB97M-V/def2-TZVPD.

frontier orbital gap: 2.0 eV
E_LUMO: -0.2342 Ha
electronic energy: -140914.4470 eV
HOMO: -0.30745 hartree

```
! wB97M-V def2-TZVPD RIJCOSX def2/J DEFGRID3
* xyz 0 1
C -0.184 4.110 0.982
C -0.869 2.963 0.828
N -2.287 2.925 0.685
C -3.036 3.753 1.387
C -4.429 3.778 1.242
C -4.945 2.873 0.368
C -4.044 2.021 -0.288
N -2.754 2.009 -0.193
H -0.276 4.979 0.335
H 0.488 4.210 1.826
H -0.350 2.017 0.738
H -2.556 4.417 2.084
H -5.047 4.472 1.787
H -6.012 2.787 0.171
H -4.536 1.217 -1.054
O 1.184 6.680 0.591
H 1.956 6.739 0.007
N -2.787 0.642 -4.524
C -2.971 -0.294 -5.442
C -3.330 -1.595 -5.118
C -3.494 -1.939 -3.779
C -3.301 -0.971 -2.823
C -2.954 0.302 -3.251
H -2.825 0.011 -6.472
H -3.476 -2.328 -5.923
H -3.770 -2.953 -3.466
H -3.415 -1.189 -1.773
H -2.796 1.098 -2.537
N 1.069 2.591 4.302
C 1.127 1.469 5.089
C 2.059 1.688 6.066
C 2.582 2.995 5.864
C 1.952 3.527 4.772
H 0.472 2.707 3.507
H 0.502 0.616 4.885
H 2.338 0.993 6.839
H 3.335 3.488 6.457
H 2.055 4.486 4.291
Al -4.247 -4.028 -5.425
Br -5.906 0.628 -1.951
F -8.356 3.183 0.492
Al -9.097 4.533 -0.276
F -10.780 4.380 -0.227
F -8.561 4.581 -1.886
F -8.604 5.947 0.525
C -0.152 -2.538 -2.411
C 1.328 -2.815 -2.180
C 1.279 -3.858 -1.076
O 0.060 -4.597 -1.268
C -0.759 -3.920 -2.212
H -0.373 -2.114 -3.391
H -0.528 -1.850 -1.650
H 1.774 -3.242 -3.078
H 1.902 -1.932 -1.906
H 1.240 -3.391 -0.086
H 2.127 -4.541 -1.104
H -0.747 -4.497 -3.150
H -1.788 -3.885 -1.839
C 5.606 -0.926 5.642
C 6.727 -0.762 6.643
O 6.109 0.016 7.668
C 4.770 -0.180 7.595
O 3.996 0.195 8.410
O 4.438 -0.863 6.467
H 5.649 -1.874 5.111
H 5.567 -0.112 4.917
H 7.051 -1.714 7.069
H 7.591 -0.245 6.233
C 6.210 -4.992 -4.204
C 4.783 -4.654 -3.847
O 4.521 -3.897 -2.943
C 3.700 -5.308 -4.673
H 6.884 -4.459 -3.537
H 6.378 -6.065 -4.094
H 6.419 -4.694 -5.232
H 3.765 -6.393 -4.583
H 3.805 -5.022 -5.721
H 2.725 -4.983 -4.314
O -0.172 1.885 -3.709
H -1.008 1.708 -3.258
*
```

***

Below is 2 unconnected molecules or ions with the total composition Cl2HNS in a non-equilibrium geometry, with properties calculated with ωB97M-V/def2-TZVPD.

frontier orbital gap (alpha / beta): 7.4 / 8.3 eV
E_LUMO (alpha / beta): -0.0769 / -0.0590 Ha
electronic energy: -37381.8058 eV
HOMO (alpha / beta): -0.34887 / -0.36464 hartree

```
! wB97M-V def2-TZVPD RIJCOSX def2/J DEFGRID3
* xyz 0 1
N 2.912 -0.250 0.563
S 0.144 -0.744 0.906
Cl 2.956 1.369 0.733
Cl 3.253 -0.899 -0.895
H 0.472 -1.664 -0.031
*
```

***

Below is a molecular structure, C44H24Cl4N4NiS4, with properties calculated with ωB97M-V/def2-TZVPD.

frontier orbital gap (alpha / beta): 4.4 / 4.9 eV
E_LUMO (alpha / beta): 0.1284 / 0.1233 Ha
electronic energy: -186456.5281 eV
⟨S²⟩: 2.220
HOMO (alpha / beta): -0.03411 / -0.05755 hartree

```
! wB97M-V def2-TZVPD RIJCOSX def2/J DEFGRID3
* xyz -2 3
Ni -0.201 -0.129 -0.144
Cl -2.290 -7.395 -5.174
C -1.809 -6.190 -3.993
C -0.492 -5.770 -3.928
C -0.117 -4.823 -2.996
C -1.024 -4.276 -2.060
C -2.367 -4.682 -2.222
C -2.753 -5.624 -3.157
C -0.648 -3.265 -1.084
C 0.682 -2.799 -0.961
C 1.905 -3.567 -1.045
C 2.932 -2.730 -0.756
C 2.361 -1.429 -0.550
C 3.054 -0.236 -0.565
C 4.540 -0.291 -0.511
C 5.324 -0.072 -1.640
C 6.706 -0.149 -1.572
C 7.298 -0.447 -0.357
Cl 9.047 -0.545 -0.264
C 6.544 -0.663 0.781
C 5.161 -0.585 0.701
C 2.424 1.005 -0.744
N 1.072 1.186 -0.703
C 0.825 2.475 -1.046
C -0.448 3.082 -0.945
C -0.631 4.474 -1.423
C 0.081 5.537 -0.869
C -0.103 6.839 -1.310
C -1.023 7.081 -2.315
Cl -1.265 8.721 -2.883
C -1.758 6.054 -2.875
C -1.555 4.758 -2.427
C -1.494 2.484 -0.276
C -2.674 3.166 0.213
C -3.236 2.365 1.141
C -2.457 1.141 1.190
N -1.452 1.235 0.283
C -2.731 -0.014 1.932
C -2.449 -1.286 1.309
C -3.195 -2.475 1.406
C -2.677 -3.356 0.467
C -1.617 -2.694 -0.177
N -1.499 -1.434 0.337
C -3.299 0.075 3.282
C -3.498 1.304 3.940
C -4.042 1.385 5.208
C -4.361 0.227 5.891
Cl -5.064 0.326 7.495
C -4.074 -1.005 5.336
C -3.538 -1.072 4.062
C 2.060 3.124 -1.371
C 3.055 2.220 -1.135
N 0.994 -1.531 -0.613
H 0.237 -6.167 -4.623
H 0.898 -4.469 -3.030
H -3.130 -4.218 -1.620
H -3.794 -5.907 -3.244
H 1.966 -4.629 -1.203
H 3.980 -2.967 -0.694
H 4.843 0.150 -2.583
H 7.318 0.013 -2.449
H 7.024 -0.878 1.726
H 4.562 -0.718 1.592
H 0.773 5.340 -0.062
H 0.450 7.657 -0.870
H -2.475 6.264 -3.658
H -2.118 3.942 -2.861
H -2.992 4.151 -0.081
H -4.142 2.553 1.690
H -4.050 -2.646 2.035
H -2.970 -4.380 0.320
H -3.161 2.219 3.484
H -4.181 2.349 5.679
H -4.244 -1.909 5.904
H -3.253 -2.036 3.680
H 2.173 4.142 -1.697
H 4.117 2.377 -1.219
S 1.347 1.828 3.083
S 3.639 -0.459 4.145
S 2.214 -1.367 3.094
S 0.747 0.037 2.581
*
```

***

Below is 2 unconnected molecules or ions with the total composition C6H12O in a non-equilibrium geometry, with properties calculated with ωB97M-V/def2-TZVPD.

SMILES string: C[C@@H]1[C@@H]2C[C@]12C.O
frontier orbital gap: 9.7 eV
E_LUMO: 0.0328 Ha
electronic energy: -8460.1660 eV
HOMO: -0.32510 hartree

```
! wB97M-V def2-TZVPD RIJCOSX def2/J DEFGRID3
* xyz 0 1
C 2.006 -0.264 0.131
C 0.649 0.425 -0.213
C -0.960 0.437 0.509
C -0.813 -0.965 0.922
C -0.487 -0.471 -0.474
C -1.014 -0.883 -1.781
H 2.233 -1.002 -0.665
H 1.996 -0.833 1.064
H 2.873 0.409 0.167
H 0.804 1.218 -0.959
H -1.879 1.040 0.613
H -0.044 -1.203 1.655
H -1.725 -1.553 1.014
H -1.045 -0.023 -2.460
H -0.348 -1.641 -2.191
H -2.022 -1.283 -1.661
O -0.110 2.159 1.847
H 0.389 1.606 1.209
H -0.502 2.826 1.273
*
```

***

Below is 2 unconnected molecules or ions with the total composition C6H10N4O4 in a non-equilibrium geometry, with properties calculated with ωB97M-V/def2-TZVPD.

frontier orbital gap: 8.5 eV
E_LUMO: -0.2317 Ha
electronic energy: -20514.6369 eV
HOMO: -0.54370 hartree

```
! wB97M-V def2-TZVPD RIJCOSX def2/J DEFGRID3
* xyz 2 1
C 6.007 2.621 -0.441
C 4.649 0.385 -0.013
C 3.805 -1.808 0.103
C -10.827 -0.310 -0.230
C 3.222 -4.014 0.112
C -10.104 1.919 0.271
N 4.892 -0.927 -0.134
N 5.687 1.378 -0.233
N 6.221 3.775 -0.516
N 3.442 0.929 0.156
O 2.680 -1.475 0.418
O -11.348 -0.988 -0.948
O 4.180 -3.013 -0.152
O -10.252 0.441 0.500
H 2.138 -3.660 0.271
H 3.564 -4.580 0.930
H 3.348 -4.688 -0.673
H -9.898 2.387 1.182
H -11.194 2.156 -0.049
H -9.367 2.230 -0.507
H 6.561 0.821 -0.293
H 6.568 4.622 -0.743
H 2.688 0.067 0.294
H 3.337 1.733 0.697
*
```

***

Below is a gas-phase ion, C3H10N3 (charge +1) in a non-equilibrium geometry, with properties calculated with ωB97M-V/def2-TZVPD.

SMILES string: N[C@@H]1C[C@]1(N)[NH3+]
frontier orbital gap: 10.9 eV
E_LUMO: -0.1106 Ha
electronic energy: -7735.3674 eV
HOMO: -0.51269 hartree

```
! wB97M-V def2-TZVPD RIJCOSX def2/J DEFGRID3
* xyz 1 1
N 0.545 1.755 0.153
C 0.945 0.502 -0.350
C -0.044 -0.096 -1.335
C -0.122 -0.675 -0.020
N 0.186 -1.958 0.417
N -1.197 -0.008 0.859
H 0.591 2.504 -0.476
H 1.069 2.224 0.844
H 1.993 0.166 -0.236
H -0.716 0.704 -1.797
H 0.367 -0.789 -1.983
H 1.018 -2.021 0.952
H -0.232 -2.764 -0.219
H -1.279 -0.619 1.656
H -2.168 0.133 0.579
H -0.952 0.942 0.956
*
```

***

Question: Number 6 is which compound?
Answer: C6H10N4O4

***

Question: The lowest electronic energy belongs to which entry?
Answer: C44H24Cl4N4NiS4